Here is the molecule C5H4N2 at a distorted geometry from the Open Molecules 2025 dataset. Energies are from ωB97M-V/def2-TZVPD.

Last columns: bonded neighbours and bond lengths (Å).
Cartesian coordinates (Å):
1 H -0.27 2.43 -1.78  C10 1.107
2 H 1.75 0.30 1.20  C4 1.081
3 N 0.71 -1.52 0.76  C4 1.340, N5 1.348, H8 1.007
4 C 0.90 -0.20 0.74  H2 1.081, N3 1.340, C9 1.382
5 N -0.40 -1.93 0.11  N3 1.348, C7 1.316
6 C -0.41 1.66 -0.30  C9 1.401, C10 1.241
7 C -0.95 -0.81 -0.31  N5 1.316, C9 1.420, H11 1.083
8 H 1.30 -2.22 1.20  N3 1.007
9 C -0.19 0.32 0.06  C4 1.382, C6 1.401, C7 1.420
10 C -0.59 2.79 -0.78  H1 1.107, C6 1.241
11 H -1.86 -0.82 -0.90  C7 1.083

## Properties
LUMO level	0.020	Eh
E	-302.3062	hartree
HOMO-LUMO gap	9.90	eV

Atomic partial charges in e from the Löwdin method, atoms 1 to 6: H 0.05; H 0.13; N -0.02; C -0.03; N 0.05; C -0.10